C24H36BN14Sn | ωB97M-V/def2-TZVPD

Summary:
- Multiplicity: 2
- ⟨S²⟩: 1.825
- Charge: +4
- Gap between HOMO and LUMO (spin up / spin down): 4.139 / 4.569 eV
- Energy relative to the best compared isomer or geometry (same formula, charge and spin): 363.4 kJ/mol
- LUMO level (spin up / spin down): -12.23 / -11.15 eV
- E_HOMO (spin up / spin down): -0.60146 / -0.57780 Ha
- Total energy: -52796.669 eV

Last column: Mulliken spin population.
CARTESIAN COORDINATES (ANGSTROEM)
Sn (-3.83064, -1.31984, 4.05649)  0.0001
C (-7.87006, -3.65606, 5.12192)  0.0001
C (-6.74616, -3.18518, 4.22689)  -0.0009
N (-5.97997, -2.41353, 4.84725)  0.0004
N (-6.56811, -2.20500, 6.22289)  -0.0088
C (-7.62552, -2.98345, 6.32956)  -0.0020
B (-5.85758, -1.17498, 7.17391)  0.0162
N (-4.39400, -1.58438, 7.28637)  0.0006
C (-3.57868, -1.68769, 8.36484)  0.0006
C (-2.26401, -1.92157, 8.03593)  0.0003
C (-2.34521, -1.92869, 6.65861)  0.0003
N (-3.60570, -1.75073, 6.18964)  -0.0005
N (-5.88305, 0.31315, 6.20936)  -0.0021
C (-6.71247, 1.26482, 6.28858)  -0.0020
C (-6.33283, 2.29012, 5.29651)  -0.0017
C (-5.14958, 1.73395, 4.64103)  0.0002
N (-4.89919, 0.56516, 5.16910)  -0.0024
N (-6.63362, -0.81076, 8.42972)  -0.0534
C (-6.31758, 0.04364, 9.34214)  -0.2633
C (-7.62555, 0.22365, 10.05407)  -0.3452
C (-8.46702, -0.76080, 9.54191)  -0.1165
N (-7.91457, -1.28834, 8.51228)  -0.2181
H (-8.67689, -4.42636, 5.11082)  0.0000
H (-6.51720, -3.53086, 3.23704)  0.0000
H (-8.25704, -3.18168, 7.19758)  -0.0021
H (-3.90535, -1.70181, 9.42584)  0.0004
H (-1.45670, -2.15349, 8.67855)  -0.0001
H (-1.49635, -1.98277, 5.95189)  0.0000
H (-7.57014, 1.39621, 6.90197)  -0.0009
H (-6.60134, 3.33486, 5.22587)  0.0000
H (-4.51130, 2.14193, 3.86343)  -0.0002
H (-5.31465, 0.59279, 9.50671)  0.0003
H (-7.81913, 0.88572, 10.87698)  0.0082
H (-9.45449, -1.13814, 9.78872)  -0.0078
C (2.04161, 2.75964, -7.44420)  -0.0126
N (1.57676, 1.32265, -7.56013)  0.4608
C (0.47261, 0.85304, -8.47397)  -0.0153
C (0.90764, -0.50438, -8.81012)  -0.0078
N (2.01534, -0.79810, -7.99098)  0.4457
C (2.74547, -2.06477, -8.11203)  -0.0033
C (2.32104, 0.28524, -7.14525)  -0.0151
N (3.09588, 0.33462, -6.16373)  -0.0771
C (4.17167, -0.52632, -5.72445)  0.0579
C (4.84067, 0.16090, -4.52909)  -0.0135
N (6.08382, 0.63869, -4.80390)  0.6233
C (6.99466, 1.05090, -3.81578)  -0.0825
N (8.51065, 1.38407, -4.33886)  0.3090
C (8.87705, 1.19646, -5.66521)  0.0070
C (9.29547, 1.91406, -2.99601)  -0.0300
C (7.98606, 2.29533, -2.06200)  0.0039
N (6.87891, 1.46393, -2.64180)  -0.0067
C (5.68520, 1.54532, -1.78033)  -0.0030
H (2.58565, 2.77011, -6.42970)  0.0072
H (1.29759, 3.52618, -7.44534)  0.0059
H (2.85784, 2.86992, -8.14166)  0.0286
H (0.33557, 1.69727, -9.11283)  0.0194
H (-0.36012, 0.82949, -7.76202)  0.0420
H (1.26163, -0.49860, -9.92560)  0.0542
H (0.01633, -1.11689, -8.79855)  0.0293
H (3.72188, -1.75573, -8.39415)  0.0224
H (2.37916, -2.69646, -8.91761)  0.0025
H (2.74019, -2.44375, -7.07750)  0.0152
H (4.92106, -0.88928, -6.47510)  -0.0054
H (3.89484, -1.43974, -5.19309)  -0.0043
H (5.04362, -0.45525, -3.65129)  0.0104
H (4.31924, 1.19598, -4.46424)  0.0709
H (8.15466, 1.78406, -6.31118)  0.0180
H (8.70151, 0.07239, -5.96049)  0.0214
H (9.99672, 1.21165, -5.84054)  0.0015
H (9.82368, 2.85821, -3.30733)  0.0086
H (10.03673, 1.13707, -2.70647)  0.0094
H (7.80757, 3.34890, -1.83196)  -0.0013
H (8.23115, 1.79533, -1.13589)  0.0001
H (5.71541, 1.67724, -0.72262)  0.0010
H (5.06587, 0.75537, -2.11061)  0.0005
H (5.13345, 2.45532, -1.99074)  0.0019

***

C38H23AuBrF4N2O4P | ωB97M-V/def2-TZVPD

Summary:
- Charge: 0
- Gap between HOMO and LUMO: 6.372 eV
- Energy relative to the best compared isomer or geometry (same formula, charge and spin): 0.0 kJ/mol
- LUMO level: -1.45 eV
- E_HOMO: -0.28742 Ha
- Total energy: -144841.728 eV

Last column: Löwdin charge in e.
CARTESIAN COORDINATES (ANGSTROEM)
Au (0.24757, 0.68258, 1.11595)  1.1488
O (3.71855, -3.94394, 4.45116)  -0.0277
C (3.81884, -2.77581, 4.87443)  -0.6989
O (4.60268, -2.22633, 5.65376)  -0.0007
C (2.77630, -1.84429, 4.22961)  -0.0661
C (1.50071, -2.31472, 3.93508)  0.0179
C (0.65026, -1.54798, 3.17708)  -0.1029
N (1.03348, -0.35740, 2.70298)  -0.0586
C (2.22681, 0.16423, 3.06402)  -0.1767
C (3.10549, -0.54307, 3.84551)  0.0834
C (2.52028, 1.55857, 2.55624)  -0.5559
O (3.53968, 2.12923, 2.83858)  0.1186
O (1.59087, 2.07127, 1.76174)  -0.2450
H (1.22162, -3.31222, 4.24430)  0.1304
H (-0.33119, -1.88682, 2.87779)  0.1173
H (4.05660, -0.11207, 4.12687)  0.1413
F (2.18635, 7.27540, 0.11022)  0.1592
C (1.57864, 6.11602, -0.07673)  -0.1211
C (1.75726, 5.42386, -1.25688)  -0.1288
F (2.53234, 5.92115, -2.21182)  0.1469
C (1.10969, 4.21339, -1.44213)  -0.1968
F (1.29580, 3.61430, -2.62036)  0.1088
C (0.28868, 3.66400, -0.46470)  -0.2917
P (-0.47039, 2.01501, -0.60587)  0.9878
C (-2.23440, 2.34488, -0.75626)  -0.3903
C (-3.18943, 1.62140, -0.05057)  -0.0977
C (-4.53122, 1.93769, -0.20135)  -0.0595
C (-4.91787, 2.96100, -1.05406)  -0.0635
C (-3.96432, 3.67985, -1.76275)  -0.0627
C (-2.62201, 3.37575, -1.61193)  -0.0825
C (0.08161, 1.15785, -2.09231)  -0.3617
C (1.43574, 0.83984, -2.20062)  -0.1240
C (1.88311, 0.07981, -3.26487)  -0.0584
C (0.97721, -0.37895, -4.21533)  -0.0609
C (-0.36836, -0.06730, -4.10456)  -0.0611
C (-0.82163, 0.70693, -3.04438)  -0.0628
C (0.09679, 4.39893, 0.71359)  -0.5811
Br (-1.06352, 3.82519, 2.07238)  0.9118
C (0.73949, 5.60470, 0.90163)  -0.2519
F (0.56733, 6.31166, 2.01098)  0.1023
H (-2.88242, 0.80713, 0.58794)  0.0735
H (-5.27616, 1.37959, 0.34992)  0.1100
H (-5.96691, 3.20175, -1.16628)  0.1095
H (-4.26391, 4.47991, -2.42606)  0.1103
H (-1.87861, 3.94678, -2.15671)  0.1158
H (2.14267, 1.19747, -1.45822)  0.1137
H (2.93389, -0.16290, -3.34992)  0.1148
H (1.32528, -0.98354, -5.04240)  0.1097
H (-1.07308, -0.43084, -4.84038)  0.1103
H (-1.87551, 0.93465, -2.95221)  0.1089
N (-1.02899, -0.63108, 0.29728)  -0.0359
C (-0.68027, -1.82734, 0.02437)  -0.3220
C (0.61390, -2.51629, 0.30241)  -0.2180
C (1.84513, -1.87392, 0.18432)  -0.0653
C (3.00361, -2.48271, 0.64268)  -0.0532
C (2.94631, -3.74638, 1.21670)  -0.0559
C (1.73681, -4.42508, 1.26193)  -0.0538
C (0.58164, -3.82269, 0.79206)  -0.0356
C (-1.74310, -2.65580, -0.62610)  -0.1982
C (-1.42548, -3.45168, -1.72225)  -0.0335
C (-2.41823, -4.17331, -2.36634)  -0.0729
C (-3.72652, -4.12303, -1.90304)  -0.0842
C (-4.04259, -3.34192, -0.80036)  -0.0762
C (-3.05440, -2.60224, -0.16827)  -0.0345
H (1.89200, -0.88916, -0.26131)  0.0705
H (3.95211, -1.96485, 0.57364)  0.1153
H (3.82748, -4.19562, 1.65446)  0.1134
H (1.69511, -5.41211, 1.70223)  0.1164
H (-0.36743, -4.34254, 0.85435)  0.1230
H (-0.39771, -3.50145, -2.06272)  0.1209
H (-2.17230, -4.78458, -3.22480)  0.1046
H (-4.49786, -4.69842, -2.39797)  0.1031
H (-5.05966, -3.31129, -0.43151)  0.1034
H (-3.29026, -1.98009, 0.68615)  0.1071

***

C27H44LaN3OP3 | ωB97M-V/def2-TZVPD

Summary:
- Charge: +3
- Gap between HOMO and LUMO (spin up / spin down): 3.859 / 3.857 eV
- Energy relative to the best compared isomer or geometry (same formula, charge and spin): 0.0 kJ/mol
- LUMO level (spin up / spin down): -11.32 / -11.32 eV
- E_HOMO (spin up / spin down): -0.55771 / -0.55768 Ha
- Total energy: -63928.884 eV

Last column: Löwdin charge in e.
CARTESIAN COORDINATES (ANGSTROEM)
La (-1.59412, 1.40558, -1.04529)  1.9531
P (-1.99037, -1.64443, -0.56813)  0.6881
P (1.41935, -1.27458, 1.14157)  0.7990
P (2.02524, -2.13437, -2.96392)  0.9264
H (-1.53468, 4.20648, -1.15187)  0.1170
C (-1.68625, 3.52724, -2.01791)  -0.1726
C (-2.91901, 2.90386, -2.27252)  -0.2086
H (-3.77490, 2.99275, -1.56828)  0.0984
C (-3.67569, -1.40849, 0.13333)  -0.2995
C (-1.46470, -3.02758, 0.51949)  -0.2759
C (-2.41791, -2.61294, -2.06933)  -0.2679
C (2.64588, 0.09822, 1.22181)  -0.2899
C (0.71389, -1.03715, 2.84160)  -0.2922
C (2.59478, -2.67405, 1.47461)  -0.2657
C (0.93043, -1.96799, -4.37661)  -0.1819
C (1.86365, -3.82402, -2.32250)  -0.1927
C (3.61593, -1.28980, -2.87737)  -0.1733
H (-0.91756, 3.62954, -2.80979)  0.1093
H (-3.21225, 2.57937, -3.30383)  0.1239
H (-4.28656, -0.75187, -0.50207)  0.0438
H (-3.61893, -0.98064, 1.14341)  0.0379
H (-4.13662, -2.40427, 0.18088)  0.0631
H (-1.20861, -2.65409, 1.51969)  0.0258
H (-0.59155, -3.54491, 0.09965)  0.0305
H (-2.29790, -3.74128, 0.60569)  0.0714
H (-2.75456, -1.93957, -2.86847)  0.0448
H (-3.22322, -3.32328, -1.83603)  0.0691
H (-1.53942, -3.16785, -2.42384)  0.0364
H (3.60529, -0.31124, 1.56118)  0.0464
H (2.29248, 0.86836, 1.91767)  0.0164
H (2.76770, 0.54990, 0.22937)  0.0209
H (0.84461, -1.95354, 3.42940)  0.0502
H (-0.35561, -0.80107, 2.77152)  0.0085
H (1.20324, -0.19946, 3.35882)  0.0250
H (3.63207, -2.32780, 1.37074)  0.0411
H (2.43889, -3.48480, 0.74964)  0.0131
H (2.44090, -3.07165, 2.48596)  0.0490
H (0.89916, -2.88508, -4.98092)  0.0769
H (1.23480, -1.12791, -5.01294)  0.0674
H (-0.07600, -1.76875, -3.98172)  0.0456
H (1.79055, -4.51977, -3.16910)  0.0688
H (0.95343, -3.94771, -1.71762)  0.0403
H (2.71511, -4.13040, -1.70535)  0.0620
H (4.19031, -1.48983, -3.78719)  0.0723
H (4.18588, -1.62849, -2.00322)  0.0714
H (3.44347, -0.20718, -2.77635)  0.0463
C (0.76048, 1.40673, -3.53368)  -0.5049
C (2.02760, 2.05677, -3.67307)  -0.0478
C (2.44536, 2.53041, -4.91276)  -0.0661
C (1.60362, 2.43647, -6.02419)  -0.0698
C (0.29404, 1.95708, -5.86522)  -0.0760
C (-0.13396, 1.42778, -4.64724)  -0.0860
O (0.48983, 0.73166, -2.42216)  -0.3791
H (1.38145, -1.38896, -1.96770)  -0.0074
H (2.63767, 2.13180, -2.77199)  0.1083
H (3.44678, 2.97317, -5.00438)  0.1247
H (1.96376, 2.75426, -7.00706)  0.1200
H (-0.40483, 2.02148, -6.70769)  0.1204
H (-1.12896, 0.98452, -4.56218)  0.0958
N (0.72526, 1.11963, 9.77201)  0.2102
C (0.29208, 1.24416, 8.68882)  -0.1417
C (-0.19108, 1.42305, 7.34547)  -0.1958
C (-1.53807, 1.22185, 7.00840)  0.0227
C (-1.97400, 1.41302, 5.69521)  0.0202
C (-1.04746, 1.81004, 4.71754)  -0.1877
C (0.30669, 1.97690, 5.03959)  -0.0070
C (0.71737, 1.83126, 6.36353)  0.0146
N (-1.45928, 1.98162, 3.37058)  0.0353
C (-2.72880, 1.73285, 2.83443)  0.0280
C (-2.62698, 1.88018, 1.47927)  -0.2117
N (-1.29566, 2.18909, 1.14952)  -0.1713
C (-0.64187, 2.29581, 2.32597)  -0.0635
H (-2.24210, 0.90958, 7.77656)  0.1404
H (-3.02254, 1.23996, 5.44343)  0.1156
H (1.04346, 2.20763, 4.26727)  0.1052
H (1.75410, 2.02841, 6.62856)  0.1404
H (-3.57984, 1.40544, 3.41715)  0.1416
H (-3.41041, 1.88782, 0.71085)  0.0856
H (0.36569, 2.67503, 2.42130)  0.1474

***

C20H34ClInN4O6 | ωB97M-V/def2-TZVPD

Summary:
- Charge: 0
- Gap between HOMO and LUMO: 6.663 eV
- Energy relative to the best compared isomer or geometry (same formula, charge and spin): 0.0 kJ/mol
- LUMO level: 0.15 eV
- E_HOMO: -0.23933 Ha
- Total energy: -57230.583 eV

Last column: Löwdin charge in e.
CARTESIAN COORDINATES (ANGSTROEM)
O (0.49243, -0.01666, -1.24431)  -0.2251
C (-0.36498, 0.13178, -2.25138)  -0.4424
C (-0.11134, 1.46916, -2.93705)  -0.1747
C (0.54918, 2.49095, -2.26889)  -0.0396
H (0.91583, 2.30975, -1.26185)  0.0841
C (0.74484, 3.72621, -2.89215)  -0.0815
H (1.25459, 4.51951, -2.35202)  0.0993
C (0.28910, 3.93238, -4.18968)  -0.1073
H (0.44016, 4.89331, -4.67634)  0.0940
C (-0.35901, 2.89728, -4.86569)  -0.0946
H (-0.71001, 3.04625, -5.88371)  0.0953
C (-0.55860, 1.67158, -4.24108)  -0.0418
H (-1.07027, 0.86189, -4.76028)  0.1175
H (-0.14955, -0.65975, -2.98579)  0.1383
C (-2.14498, -1.52088, -1.57611)  -0.1216
C (-1.81694, -0.09001, -1.85487)  -0.3347
H (-3.21044, -1.72430, -1.66037)  0.0795
H (-1.83785, -1.79917, -0.54939)  0.0089
H (-1.57714, -2.14678, -2.23979)  0.0729
C (-2.67070, 0.99803, -1.67096)  -0.1955
C (-4.08086, 0.93103, -1.16603)  -0.1946
H (-2.27318, 1.98282, -1.88502)  0.1116
H (-4.76564, 1.32737, -1.90111)  0.0660
H (-4.18577, 1.53288, -0.25111)  0.0533
H (-4.37429, -0.09109, -0.91766)  0.0451
In (-0.02914, -0.15311, 0.75813)  0.4669
Cl (-2.36103, 0.08964, 0.62507)  0.5078
C (-1.11562, 0.12663, 3.42248)  -0.2857
O (-0.22026, -0.52031, 2.78539)  -0.0926
N (-1.24519, -0.01379, 4.72194)  -0.1647
C (-0.71379, -1.16708, 5.43294)  -0.0125
C (-1.94054, 0.99773, 5.50117)  -0.0251
H (-1.80888, 0.81176, 2.91242)  0.0876
H (-0.15188, -1.77883, 4.73203)  0.0906
H (-1.53644, -1.75112, 5.86611)  0.0992
H (-0.06419, -0.82821, 6.24537)  0.0953
H (-2.13345, 1.86869, 4.86532)  0.1012
H (-1.32300, 1.30503, 6.35246)  0.0967
H (-2.89344, 0.60951, 5.87699)  0.0943
H (4.80498, 1.75789, -1.34647)  0.0921
H (4.68569, 2.09983, 1.35419)  0.0985
C (3.72317, 1.64567, -1.21148)  -0.0281
C (3.62402, 1.84119, 1.25764)  -0.0189
N (3.44085, 1.02542, 0.06880)  -0.1585
H (3.31630, 1.03151, -2.02148)  0.1009
C (2.86105, -0.17595, 0.12188)  -0.2520
O (2.07496, -0.53042, 1.04209)  -0.0545
H (3.27722, 1.29221, 2.13397)  0.0965
H (3.12231, -0.85901, -0.69192)  0.1482
H (3.25435, 2.63912, -1.23856)  0.0950
H (3.03615, 2.75936, 1.14673)  0.0876
H (-0.11140, -5.51377, 1.23832)  0.1005
H (2.08549, -5.67916, -0.38239)  0.0977
C (-0.49445, -4.97470, 0.36513)  -0.0044
C (1.56929, -4.95781, -1.02664)  -0.0316
N (0.58285, -4.21883, -0.26298)  -0.1616
H (-1.28383, -4.29120, 0.66753)  0.0960
C (0.62786, -2.90142, -0.20441)  -0.2195
O (-0.17017, -2.26423, 0.54945)  -0.0926
H (2.29662, -4.24990, -1.43997)  0.0946
H (1.36032, -2.39639, -0.84722)  0.1419
H (-0.89455, -5.69713, -0.35356)  0.0978
H (1.08241, -5.50180, -1.84535)  0.0971
O (0.57689, 3.56504, 2.22802)  -0.0673
N (0.52073, 2.34427, 2.13720)  -0.2019
O (0.14319, 1.94012, 0.94629)  -0.2247